Entry 1:
Below is a molecular structure, C47H91AlNO26S2, with properties calculated with wB97M-V/def2-TZVPD.

Geometry as XYZ:
```
168
Properties=species:S:1:pos:R:3
C -0.2326 -5.6996 1.1308
O -0.8741 -10.7528 -3.3653
H 2.5930 -1.8294 2.0405
C -9.4247 12.3635 2.1240
H -7.1821 2.5696 0.0134
H -7.4185 11.8861 1.5371
H -8.2044 10.1433 4.9094
H -0.2646 -7.4640 -5.3641
H 1.4964 -0.2198 0.7216
H -4.6140 -8.2692 1.3795
O 0.1728 0.0333 6.6351
H 8.0997 1.9110 3.2889
H 7.5919 2.4533 -1.1931
C 7.1273 2.3166 3.5647
O -7.3066 9.4459 3.2402
C 5.5335 2.9400 -0.7700
H 2.7283 -8.1296 -5.1899
H 4.6666 -3.6128 2.0648
C 0.9027 -12.2862 -2.9322
H -9.6660 11.3419 2.4115
H 0.9729 -13.0264 -3.7308
C -11.1985 16.4645 3.4473
O -2.7012 -5.5738 1.4315
O -6.2570 8.7013 1.5117
O -10.9610 15.0761 3.6894
C 6.1256 0.0821 -5.6519
H 0.9244 -2.0109 -4.6728
C 6.1907 -4.4290 0.2995
H 11.4929 1.4766 -3.1094
H 10.3326 0.5073 -2.1681
H 3.4802 -6.4278 -0.7708
C -0.5123 -0.2111 -0.9972
C -3.4289 -6.5727 0.8705
C -10.3242 14.4465 2.6998
C -7.1732 8.3963 2.4251
H 7.2146 3.3854 3.7488
C -5.3544 2.7202 1.1420
H 4.1032 -5.2050 2.5197
H 0.8111 -1.7392 8.5161
O -3.4758 -6.7505 -0.3187
O -10.1373 13.1829 3.0682
C 7.2151 -0.9595 -5.5271
H -7.6794 13.6057 1.8672
O 8.5224 -0.3604 -5.4084
H 4.5489 2.7899 -1.2079
H 6.5832 2.6875 -2.6275
H 7.2743 -1.5689 -6.4264
C -6.1223 2.3537 -0.1087
H -1.4870 -7.0935 2.1941
H -0.6535 -1.6577 0.5940
H -7.5667 12.4573 3.2028
H -1.9784 -0.7277 5.0326
H 6.3396 0.7598 -6.4799
H 0.1836 -2.7394 -3.2514
H 5.1667 -0.4025 -5.8331
H -5.4329 3.7910 1.3359
C 2.4267 -1.3217 7.1487
C 1.8000 -2.1234 8.2693
C -3.0565 3.3642 -3.4625
H 2.9136 -8.7644 -3.5364
H -4.2980 2.4770 1.0360
H -8.1386 8.3666 4.8149
H 2.1512 -1.3092 -0.4783
C 5.4669 -2.7663 -1.4747
H -1.7550 -2.1930 -2.4138
H -1.7684 -1.2712 -3.9400
C 6.3737 2.7179 1.4036
H 4.5187 -2.7162 -0.9405
O -3.8783 1.8538 -1.4807
C -4.2356 -7.3695 1.8591
C 0.9025 -8.8559 -4.2497
H -3.6344 -7.6138 2.7323
C 1.4285 -1.2494 0.3444
C 0.2971 -11.0202 -3.5030
H 9.8637 2.1121 -2.7756
H -2.2207 3.5791 -2.7999
H -0.4900 -4.8426 0.5034
C 3.1038 -6.4515 -2.8568
H 6.0422 0.6703 -4.7392
H 2.4997 -0.2650 7.4051
H 3.4262 -1.6894 6.9254
H 2.4243 -2.0711 9.1618
C 10.4459 1.2160 -2.9853
C 0.5945 -0.7436 5.8145
H -5.9203 6.7141 1.0058
H 0.1481 0.6401 -0.8190
C 4.1811 -4.5126 1.6696
C -1.1938 -0.3410 4.3833
H -9.2976 9.2687 3.8106
H -9.8184 12.5357 1.1230
H -11.7056 16.6112 2.4965
C 0.1045 -8.4821 -5.4848
O 5.0446 -5.1524 0.6884
Al 2.2979 -4.1197 0.9777
H 0.3652 -8.5298 -3.3581
H -10.2597 17.0159 3.4516
H 6.2826 -3.5084 0.8848
H -0.0277 -6.5462 0.4721
H -1.3431 -5.5100 2.9679
H 1.6028 -6.3202 2.1691
C -7.9327 12.5949 2.1851
O 7.2492 3.5262 1.2190
H -1.0884 0.7319 4.5284
C -1.7756 -1.1905 -2.8514
C 0.8891 -1.9828 -3.5816
H -3.0020 2.3287 -3.7883
H 6.4434 1.2077 -1.6707
O -5.7144 3.1521 -1.2310
H -2.7026 -0.6770 -2.5917
H 6.0954 -1.9154 -1.2025
C 2.6623 -6.1946 -1.4526
H -1.4343 -0.5542 3.3459
O 0.0387 -1.0132 4.6395
C 1.7536 -2.2413 1.4685
S 2.5772 -12.1461 -2.2757
C 6.1520 -4.1041 -1.1945
O 1.7047 -1.4696 5.9207
H -3.0317 4.0289 -4.3206
H 7.0402 -1.6191 -4.6782
H -6.8324 6.9715 -1.3326
C -1.4378 -6.0162 2.0075
H 1.6978 -3.1681 7.9743
H 0.7425 -8.5302 -6.3695
H 5.7013 4.0121 -0.6653
O 10.0361 0.6345 -4.2256
H 5.2481 -2.6784 -2.5426
H -5.0461 7.9364 0.0880
H 5.5567 -4.8895 -1.6619
C 0.0272 -1.4430 -0.2366
C 1.0406 -5.4084 1.9493
O 4.2216 -6.3262 -3.2830
C -4.5671 2.7836 -1.8024
C 6.6019 2.2823 -1.6152
C -6.0111 7.6858 0.5226
C 8.8081 0.1096 -4.1981
O -9.9914 14.9437 1.6562
H -5.7448 2.1789 2.0036
H 1.8837 -2.2173 -3.2078
H -6.0147 1.2969 -0.3504
O 6.1697 2.0513 2.5418
S 2.1420 -4.4601 -1.2802
C -7.0832 7.6816 -0.5449
O 1.3209 0.3313 -3.3577
H -8.0484 7.4002 -0.1253
H 0.0136 -2.3377 -0.8660
O -7.7773 7.3605 2.5170
H 2.2905 -11.3834 -1.2158
H 0.9015 -2.2968 2.1540
O 5.4458 2.3429 0.5355
H 7.0788 -5.0405 0.5173
O 2.0733 -6.8681 -3.6743
C -8.3026 9.2831 4.2535
H -11.8301 16.8051 4.2622
H -1.4828 0.0578 -0.5762
N -0.6685 -0.3251 -2.4509
C 2.2709 -8.1817 -4.2007
H -5.0801 -6.7632 2.1881
H 0.2102 -12.6583 -2.1818
O 1.1687 -10.2742 -4.1874
H -0.7473 -9.1465 -5.6185
H -7.1846 8.6746 -0.9850
H 7.1662 -4.1120 -1.6006
H 0.7792 -4.9077 2.8874
H 1.8092 -6.8369 -1.2290
O -4.3015 3.6291 -2.7970
O 8.0867 0.0712 -3.2378
C 0.5497 -0.5837 -3.1349
H 6.7587 1.8146 4.4544
```

Calculated values
- Charge: -1
- E_tot: -133211.210 eV
- F_max: 1.0 eV/A

=====

Entry 2:
Below is a molecular structure, C47H93BeF8O26, with properties calculated with wB97M-V/def2-TZVPD.

Geometry as XYZ:
```
175
Properties=species:S:1:pos:R:3
H -0.6548 -4.6746 -1.5081
O -0.7297 -4.0554 0.3533
H 1.6123 0.9016 -3.1419
O 2.7980 2.2569 -2.0206
H -2.4244 0.8528 0.5547
C -5.1805 -1.4614 3.8776
C -3.2740 4.4182 1.3323
H 3.1748 2.6194 0.3428
H 2.2666 3.0689 -3.9909
H 1.2962 3.2776 5.0882
C 1.0143 5.6588 9.7234
H -2.2186 -5.4999 0.9707
O 0.9865 -3.1165 2.0339
H 1.3736 -5.4817 -1.6365
O 3.2999 0.9433 1.5541
C 5.4861 0.0593 -5.1710
H -3.1282 -1.1268 3.4504
H -4.9327 -0.7741 -5.3007
H -4.7124 -0.4278 -7.0697
H 1.8986 2.0741 4.0896
C -5.1333 -3.8346 3.8040
C 1.2012 1.9999 1.2554
H 4.0677 4.0718 6.8873
H 2.1551 -0.7884 -7.3988
H -0.7929 4.8237 -0.5258
H -4.7838 -2.5212 -0.3497
H 1.0009 -5.1139 2.0985
H 1.2859 5.4764 3.1673
C -0.9688 -0.2623 -5.3533
H -3.1205 5.3822 0.8112
H 0.3264 -2.7223 -5.8305
H 2.4777 4.4876 6.4822
C 2.0959 -2.3505 -9.5401
H 0.2741 3.3110 -2.5978
H 3.0084 -5.5749 0.8415
H 0.8610 2.2851 0.2608
H -1.6727 -2.1529 -1.4966
C 2.7839 2.0679 6.0099
H 7.8219 -0.6499 -6.2241
H 5.2766 -0.5494 -6.0767
C 3.0281 3.9704 7.2415
C 0.3736 -3.0046 3.3505
C 1.9149 1.1004 -2.1198
O -5.3959 -1.6748 -2.1348
H -1.1618 2.6772 5.0227
C 1.0630 4.0063 -2.4143
H -0.4459 1.6360 3.5992
H -4.8684 -2.0799 -6.4441
H 4.5409 -3.5698 -1.8112
C 1.1203 -5.2670 -0.5881
F -4.0718 -4.8760 5.6749
H -0.1433 -3.9021 3.7014
H -4.0755 0.4046 3.4632
C -3.9512 -0.5538 3.9520
H 1.5602 -6.0999 -0.0205
H 3.3513 -2.3470 -1.5884
F 3.0191 3.0478 2.2981
F -6.4531 2.8176 -0.7901
H -2.4520 0.4774 -6.7814
F -5.8037 -3.8152 -1.5318
H 1.5469 6.0158 0.9935
H 3.5788 0.6277 -4.5921
H -3.7598 -0.5238 5.0241
H -1.0511 -0.8927 -4.4682
H 2.4833 0.3040 -1.6134
O -4.4949 3.9580 0.7618
H -0.1541 4.3523 3.5098
H 5.3392 -2.6620 -3.9787
O -0.0464 4.9005 1.6477
C 3.3683 -4.6995 -3.8149
H -2.7962 -3.9507 0.9496
H 3.5704 -3.9676 1.0770
C 2.3653 3.3406 -2.9008
O 3.8286 -1.2714 -3.9155
H 2.8931 1.0099 6.1909
H 4.7644 0.4694 -3.1930
C -2.3921 -0.0074 -5.8522
H -7.6405 -2.8300 -0.2302
H 2.8319 3.7218 9.2631
F -7.1429 3.4346 1.1017
O 1.1692 -2.2256 -8.5047
H -2.4541 3.7542 0.9940
C 0.5060 5.8291 0.7735
H 1.0122 4.8359 -3.0734
C -0.6795 1.6962 4.7043
H 7.8624 1.1251 -5.5862
C -6.5890 -1.0969 -2.5148
F -6.6645 1.2874 0.7430
C 1.5734 2.2445 5.1066
C 1.7273 -1.7901 -7.2791
H -4.2918 5.0785 3.1705
H 2.6534 -2.4013 -6.9985
C -6.2962 2.5628 0.4921
H 3.2159 4.0439 -2.8928
Be 0.4095 -2.8701 0.4656
H 3.0388 -2.8057 -9.1353
C -4.8696 2.7119 1.0252
C 7.8251 0.0269 -5.3523
O 0.4953 1.4069 5.4627
C 0.7339 -1.7729 -6.1061
H -5.9402 -1.1574 4.5849
H 0.9771 1.2094 -1.5258
C 1.8017 -4.3929 2.1862
H 3.4606 5.3140 8.9370
O 2.8103 -3.7611 -2.9348
O -3.0998 -1.1697 -5.9928
H -1.4323 0.9474 4.9185
C -2.0745 -0.1245 0.9206
H 8.7146 -0.2268 -4.7468
O 1.4320 5.0386 8.5427
C 4.6999 -2.0757 -3.2773
H -1.3531 -0.1624 1.7032
H 0.1730 6.1370 -1.3132
C -4.9865 -5.0662 4.6923
C 0.2111 5.2471 3.0152
H -0.3739 6.0902 3.3380
H -3.2044 3.6276 3.3539
H -0.4389 -0.9779 -2.2490
C 2.7529 2.1984 1.2650
O 2.6089 2.6166 7.2929
H 4.0892 -5.3484 -3.2663
H 0.8026 2.7226 1.9636
C -6.9687 -2.0548 -0.5161
O -6.7800 -0.4991 -3.5301
C -1.1954 -0.8617 -0.0955
O -4.2183 1.8401 1.5205
O -7.5247 -1.3508 -1.5953
C -5.6379 -2.5371 -1.0059
H -2.5373 5.2492 3.1974
O 1.7685 -4.0370 -0.0269
C 4.4018 0.0755 -4.1861
O 1.0481 0.5696 1.5910
C 2.7373 4.5805 8.5809
H 0.2124 6.3424 9.5107
C -0.4184 -5.0972 -0.5241
C -1.8979 -4.4918 1.2351
H 0.6280 4.9241 10.4620
C 2.2777 0.0125 1.6749
H -2.8446 -0.8281 1.2644
H 1.7294 -3.1230 -10.1930
H 3.6624 2.4441 5.4235
H 5.5889 1.1143 -5.5043
H -0.4048 -2.2499 3.1739
H -0.9548 -6.0031 -0.3312
O 6.6909 -0.2805 -4.4968
F -4.5600 -6.0721 3.9229
H 2.5513 -5.3034 -4.2512
O -5.5418 -3.8949 2.6670
H 13.7605 -1.7506 0.2010
H 1.7705 6.2678 10.1833
F -6.1153 -5.4787 5.3018
C 3.8595 -2.9342 -2.3527
H -6.8630 -1.3051 0.3407
C 0.1968 5.3123 -0.6050
O -0.2665 -0.8368 -6.4157
H -0.0049 6.8138 0.9395
O -0.4694 -1.7950 0.5779
O 2.5108 -1.1540 1.8250
O -4.8692 -2.7242 4.5283
C -4.5028 -1.0760 -6.2358
C 2.7034 -4.5472 1.0729
H -0.5320 0.7104 -5.0158
H 2.2373 -1.4233 -10.0706
H 2.3139 -4.6030 3.1512
C -1.3013 -1.1086 -1.5574
H -5.6373 -1.6772 2.9347
H -2.8715 0.7661 -5.1978
H 1.3156 -1.4298 -5.2121
H 3.8725 -4.1622 -4.6100
H -1.7026 -4.3308 2.2803
H 5.4129 -1.5384 -2.6383
O 1.2179 4.4204 -1.0280
H 1.1137 -2.5518 4.0558
C -3.3472 4.6034 2.8462
H -1.9804 -0.4369 -1.9651
```

Calculated values
- Charge: +1
- E_tot: -125601.371 eV
- F_max: 5.8 eV/A

=====

E_tot of number 2 (C47H93BeF8O26)?
-125601.371 eV

=====

What is the formula in the first record?
C47H91AlNO26S2

=====

Number 1 is which compound?
C47H91AlNO26S2